38
Properties=species:S:1:pos:R:3:mulliken_charge:R:1 method="wB97M-V/def2-TZVPD" charge=+3 homo_energy_ev=-18.69 e_lumo_ev=-16.01
C 2.77 -1.70 1.25 -1.1031
C 3.11 -1.14 -0.15 -0.7429
C 2.29 0.09 -0.61 -0.2475
C 2.02 1.11 0.49 -0.5711
C 1.05 2.18 -0.13 -0.1986
C -0.43 1.70 -0.13 0.9980
C -1.02 1.39 1.29 -1.6558
C -1.12 -0.15 1.57 -0.4035
C -2.43 -0.76 1.05 -0.9760
C -2.29 -1.51 -0.29 -0.7385
N -2.50 -0.52 -1.40 -0.2050
Br -4.33 -0.18 -1.63 0.1652
S -1.91 -1.14 -2.87 1.0871
O -2.25 -0.26 -3.90 -0.4962
O -2.23 -2.49 -2.98 -0.4715
F -0.38 -1.04 -2.60 -0.1383
H 3.65 -1.61 1.89 0.3040
H 2.58 -2.76 1.16 0.3495
H 1.88 -1.27 1.71 0.2914
H 4.17 -0.95 -0.24 0.4196
H 2.87 -1.92 -0.87 0.3525
H 2.89 0.60 -1.36 0.4694
H 1.38 -0.19 -1.12 -0.0678
H 2.91 1.66 0.80 0.3796
H 1.53 0.71 1.37 0.2563
H 1.35 2.27 -1.18 0.4449
H 1.21 3.22 0.33 0.1270
H -1.07 2.57 -0.58 -0.1880
H -0.58 0.89 -0.85 -0.3933
H -2.01 1.86 1.49 0.9710
H -0.32 1.80 2.04 0.8832
H -0.22 -0.61 1.16 0.0299
H -1.10 -0.27 2.65 0.5660
H -3.24 -0.04 1.02 0.3188
H -2.75 -1.51 1.78 0.3864
H -3.04 -2.29 -0.36 0.5172
H -1.29 -1.92 -0.35 0.4997
Lu -1.15 4.17 0.53 1.7803